No. 1
C27H29AlNOPS2 | ωB97M-V/def2-TZVPD

Each line ends with the Löwdin charge.
Geometry (Å):
Al1 -0.2178 -0.0972 0.8856  -0.038
C1 2.3155 1.8982 0.8498  0.007
C2 2.5651 0.5417 0.2710  -0.256
C3 3.7986 0.2384 -0.3202  0.021
C4 4.0212 -1.0150 -0.8206  0.058
C5 3.0267 -2.0114 -0.7294  -0.135
C6 3.2063 -3.3237 -1.2202  0.000
C7 2.2024 -4.2391 -1.0838  -0.031
C8 0.9931 -3.8916 -0.4520  -0.062
C9 0.7827 -2.6267 0.0396  -0.524
S1 -0.7374 -2.2246 0.8717  0.830
C10 1.8110 -1.6629 -0.1085  -0.202
N1 1.6060 -0.3805 0.3616  0.070
H1 2.8489 2.6598 0.2848  0.103
H2 2.6765 1.9349 1.8808  0.111
H3 1.2566 2.1608 0.8536  0.053
H4 4.5554 1.0079 -0.3753  0.134
H5 4.9675 -1.2583 -1.2886  0.140
H6 4.1419 -3.5853 -1.6966  0.129
H7 2.3276 -5.2464 -1.4562  0.125
H8 0.2159 -4.6374 -0.3476  0.121
O1 -0.4249 0.7392 2.4335  -0.495
S2 -0.1786 0.6849 3.9801  1.148
C11 -1.8384 0.4135 4.6791  -0.265
C12 -1.7652 -0.8833 5.4816  -0.202
C13 -0.8602 -1.8209 4.6905  -0.211
C14 0.3801 -1.0001 4.3594  -0.288
H9 -2.4798 0.3184 3.8013  0.108
H10 -2.1265 1.2959 5.2459  0.105
H11 -2.7672 -1.2854 5.6237  0.134
H12 -1.3469 -0.6934 6.4717  0.128
H13 -1.3452 -2.1524 3.7717  0.089
H14 -0.5851 -2.7064 5.2617  0.135
H15 0.9715 -1.3435 3.5095  0.090
H16 1.0420 -0.8873 5.2210  0.113
C15 -1.8423 2.8944 -0.1161  -0.195
P1 -1.1762 1.3485 -0.7853  0.995
C16 -2.4910 0.5440 -1.7085  -0.363
C17 -2.6699 0.8246 -3.0634  -0.067
C18 -3.7401 0.2653 -3.7417  -0.045
C19 -4.6309 -0.5655 -3.0743  -0.041
C20 -4.4566 -0.8423 -1.7254  -0.051
C21 -3.3856 -0.2910 -1.0416  -0.104
C22 0.1503 1.7460 -1.9381  -0.383
C23 0.7073 0.6978 -2.6759  -0.098
C24 1.7541 0.9464 -3.5463  -0.052
C25 2.2528 2.2380 -3.6816  -0.045
C26 1.7005 3.2801 -2.9516  -0.050
C27 0.6482 3.0378 -2.0780  -0.078
H17 -2.1593 3.5456 -0.9310  0.074
H18 -1.1078 3.4073 0.5048  0.056
H19 -2.7136 2.6522 0.4923  0.065
H20 -1.9786 1.4719 -3.5886  0.114
H21 -3.8803 0.4799 -4.7923  0.119
H22 -5.4644 -1.0005 -3.6091  0.120
H23 -5.1506 -1.4911 -1.2088  0.118
H24 -3.2502 -0.5224 0.0089  0.084
H25 0.3075 -0.3079 -2.5873  0.121
H26 2.1732 0.1376 -4.1302  0.119
H27 3.0650 2.4330 -4.3691  0.119
H28 2.0787 4.2866 -3.0696  0.119
H29 0.2205 3.8629 -1.5224  0.107

Force components x, y, z for each atom (eV/Å):
Al 0.0 -0.1 0.0
C 0.0 0.0 0.0
C 0.0 0.0 0.0
C 0.0 0.0 0.0
C 0.0 0.0 0.0
C -0.1 0.0 0.0
C 0.0 0.0 0.0
C 0.0 0.0 0.0
C 0.0 0.0 0.0
C 0.0 0.0 0.0
S 0.0 0.0 -0.1
C 0.0 -0.1 0.0
N 0.0 0.1 0.0
H 0.0 0.0 0.0
H 0.0 0.0 0.0
H 0.0 0.0 0.0
H 0.0 0.0 0.0
H 0.0 0.0 0.0
H 0.0 0.0 0.0
H 0.0 0.0 0.0
H 0.0 0.0 0.0
O -0.1 0.1 0.1
S 0.0 -0.1 -0.1
C 0.0 0.0 -0.1
C 0.0 0.0 0.0
C 0.0 0.0 0.0
C 0.0 0.0 0.0
H 0.0 0.0 0.0
H 0.0 0.0 0.0
H 0.0 0.0 0.0
H 0.0 0.0 0.0
H 0.0 0.0 0.0
H 0.0 0.0 0.0
H 0.0 0.0 0.0
H 0.0 0.0 0.0
C 0.0 0.0 0.0
P 0.0 0.0 0.0
C 0.0 0.1 0.0
C 0.0 0.0 0.0
C 0.0 0.0 0.0
C 0.0 0.0 0.0
C 0.0 0.0 0.0
C 0.0 0.0 0.0
C 0.0 0.0 0.0
C 0.0 0.0 0.0
C 0.0 0.0 0.0
C 0.0 0.0 0.0
C 0.0 0.0 0.0
C 0.0 0.0 0.0
H 0.0 0.0 0.0
H 0.0 0.0 0.0
H 0.0 0.0 0.0
H 0.0 0.0 0.0
H 0.0 0.0 0.0
H 0.0 0.0 0.0
H 0.0 0.0 0.0
H 0.0 0.0 0.0
H 0.0 0.0 0.0
H 0.0 0.0 0.0
H 0.0 0.0 0.0
H 0.0 0.0 0.0
H 0.0 0.0 0.0

Computed properties:
Energy above the lowest of the compared OMol25 structures with the same formula, charge and spin ... 0.0 kJ/mol
HOMO energy ... -13.77 eV
Energy ... -2556.1000 hartree
Charge ... +2
LUMO level ... -6.00 eV

No. 2
C27H29BrCaN5OS | ωB97M-V/def2-TZVPD

Each line ends with the Löwdin charge.
Geometry (Å):
Ca1 -0.1273 -0.1867 -0.3801  1.326
Br1 -3.1268 -0.4231 -7.2029  0.744
C1 -2.0677 -0.3902 -5.6298  -0.691
C2 -0.8969 -1.1659 -5.5760  -0.097
C3 -0.1125 -1.1484 -4.4565  -0.007
C4 -0.4432 -0.3647 -3.3197  -0.377
O1 0.3265 -0.3596 -2.2871  -0.331
C5 -1.6540 0.4056 -3.3837  -0.133
C6 -2.1147 1.2342 -2.3211  -0.060
N1 -1.5932 1.3049 -1.1319  -0.052
C7 -2.0813 2.1937 -0.1672  -0.207
C8 -2.7821 3.3508 -0.4348  0.001
C9 -3.2484 4.1825 0.5953  -0.052
C10 -3.0151 3.8769 1.9060  -0.022
C11 -2.2788 2.7182 2.2316  -0.143
C12 -2.0081 2.3389 3.5631  0.015
C13 -1.3062 1.1934 3.8137  -0.028
C14 -0.8454 0.4371 2.7269  -0.124
N2 -1.0519 0.7662 1.4701  -0.032
C15 -1.7854 1.8814 1.1973  -0.155
C16 -2.4335 0.3772 -4.5664  -0.088
H1 -0.6251 -1.7679 -6.4329  0.109
H2 0.7955 -1.7352 -4.4018  0.121
H3 -2.9979 1.8329 -2.5572  0.130
H4 -2.9641 3.6421 -1.4607  0.114
H5 -3.7972 5.0781 0.3363  0.116
H6 -3.3808 4.5137 2.7010  0.121
H7 -2.3721 2.9599 4.3725  0.128
H8 -1.0975 0.8704 4.8242  0.113
H9 -0.2820 -0.4701 2.9021  0.093
H10 -3.3349 0.9766 -4.6142  0.111
C17 4.8521 1.1957 -0.2933  -0.049
C18 3.3626 0.9857 -0.5971  -0.381
C19 2.6283 2.3246 -0.7281  -0.047
C20 2.7533 0.0979 0.4697  -0.246
C21 2.7082 0.5123 1.8047  -0.019
C22 2.3521 -0.3655 2.8123  -0.044
C23 1.9965 -1.6853 2.5289  -0.290
C24 1.6880 -2.6505 3.6407  -0.038
C25 1.9807 -2.0838 1.1983  -0.054
C26 2.3539 -1.2074 0.1799  -0.105
H11 4.9867 1.6834 0.6729  0.081
H12 5.3150 1.8209 -1.0575  0.085
H13 5.3770 0.2401 -0.2693  0.088
H14 3.2806 0.4629 -1.5532  0.135
H15 2.7066 2.9098 0.1895  0.082
H16 1.5710 2.1660 -0.9618  0.064
H17 3.0656 2.9078 -1.5380  0.089
H18 3.0122 1.5192 2.0638  0.122
H19 2.3579 -0.0289 3.8434  0.125
H20 1.1815 -3.5396 3.2657  0.068
H21 1.0773 -2.1897 4.4191  0.079
H22 2.6156 -2.9752 4.1165  0.094
H23 1.7376 -3.1107 0.9534  0.095
H24 2.4199 -1.5741 -0.8395  0.118
N3 -2.1317 -1.9381 0.1900  -0.020
N4 -1.7117 -3.1686 0.7556  -0.068
C27 -0.7956 -3.9002 0.0850  -0.908
N5 -0.2837 -4.9640 0.7499  0.093
S1 -0.3003 -3.4735 -1.4478  0.725
H25 -3.1146 -1.8158 0.4067  0.107
H26 -2.0722 -2.1042 -0.8202  0.019
H27 -1.7362 -3.1901 1.7621  0.146
H28 -0.8101 -5.4008 1.4915  0.112
H29 0.2778 -5.5834 0.1903  0.098

Force components x, y, z for each atom (eV/Å):
Ca 0.9 -1.8 2.3
Br 0.1 0.0 0.1
C -0.1 0.0 -0.2
C -0.1 0.1 0.0
C 0.1 0.0 0.2
C -0.2 0.1 -0.5
O 0.5 0.0 -2.4
C 0.3 -0.3 -0.2
C 0.0 0.2 0.2
N -0.6 0.5 -0.6
C -0.4 0.5 0.1
C 0.2 -0.3 -0.1
C -0.1 0.1 0.2
C -0.1 0.1 -0.1
C 0.1 -0.2 -0.2
C 0.0 -0.1 0.0
C -0.1 0.1 0.1
C -0.1 0.1 0.0
N -0.5 0.5 1.1
C -0.3 0.3 0.1
C 0.0 0.1 0.1
H 0.0 0.0 0.0
H 0.0 0.0 0.0
H 0.0 0.0 0.0
H 0.0 0.0 0.0
H 0.0 0.0 0.0
H 0.0 0.0 0.0
H 0.0 0.0 0.0
H 0.0 0.0 0.0
H 0.0 0.0 0.0
H 0.0 0.0 0.0
C -0.1 -0.1 -0.1
C -0.1 0.1 0.0
C 0.1 -0.2 0.0
C 0.1 -0.1 -0.1
C 0.0 0.0 0.0
C -0.1 0.0 0.0
C 0.0 0.0 0.0
C 0.1 0.0 0.0
C 0.0 -0.1 0.0
C 0.5 0.0 0.1
H 0.0 0.0 0.0
H 0.0 0.0 0.0
H 0.0 0.0 0.0
H 0.0 0.0 0.0
H -0.1 0.0 0.0
H 0.0 0.1 0.0
H -0.1 0.0 0.0
H 0.0 0.0 0.0
H 0.0 0.0 0.0
H 0.0 0.0 0.0
H 0.0 0.0 0.0
H 0.0 0.0 0.0
H -0.1 0.0 0.0
H -0.1 0.0 0.0
N 0.2 0.3 -0.2
N -0.1 -0.2 0.0
C 0.1 0.0 -0.1
N -0.1 0.0 0.1
S 0.1 0.0 0.0
H -0.1 0.0 0.1
H -0.1 -0.1 0.0
H 0.1 0.0 0.1
H 0.0 0.0 0.0
H 0.0 0.0 0.0

Computed properties:
Energy above the lowest of the compared OMol25 structures with the same formula, charge and spin ... 148.3 kJ/mol
HOMO energy ... -10.10 eV
Energy ... -5045.0449 hartree
Charge ... +1
LUMO level ... -3.22 eV